Density functional theory data (ωB97M-V/def2-TZVPD) for C33H54F3NO22V2 as an isolated structure.

```
115
Properties=species:S:1:pos:R:3:lowdin_charge:R:1
H -1.474 5.848 4.166 0.079
C -3.503 3.217 3.352 -0.034
C 0.704 -3.055 1.443 -0.561
O -3.137 0.341 1.712 -0.326
O 0.803 -2.239 4.908 -0.281
H -7.991 0.259 -6.926 0.093
C 0.927 4.444 3.899 -0.031
C -2.614 -1.243 -1.075 -0.046
C 1.313 -2.490 -5.057 -0.322
H -0.504 -1.199 -1.291 0.128
C 1.401 -3.567 -3.110 -0.545
H -4.301 3.903 3.075 0.091
O 2.242 -5.100 8.276 0.076
H 2.138 -5.870 4.943 0.097
O 6.252 -2.049 -1.112 0.084
H 1.977 -4.289 4.186 0.044
H -0.658 1.225 -2.106 0.062
O 2.162 -3.267 -4.193 0.095
H 3.856 -1.185 0.300 0.134
H 4.900 -3.675 -1.108 0.159
C 1.406 2.340 2.730 -0.054
O 3.912 -4.987 6.859 0.081
C -5.740 1.161 -5.549 -0.094
H 1.714 -1.387 -6.829 0.083
O -4.860 -0.878 -6.238 0.098
H 2.322 2.767 2.312 0.100
H -3.374 -1.771 -0.504 0.091
H -0.138 1.302 -3.744 0.085
H 1.356 3.628 -1.601 0.131
H -2.694 -1.504 -2.132 0.075
O 1.785 -4.122 -2.129 0.147
O -1.177 1.642 3.710 -0.263
C -1.224 -1.638 -0.595 -0.213
H 2.791 -2.831 -6.731 0.091
H 1.524 -3.335 7.523 0.120
H -0.516 6.054 1.823 0.101
O -4.628 0.761 -4.766 0.079
F 1.881 -3.189 2.052 0.167
H 0.737 -4.724 6.854 0.137
H -2.624 3.983 1.107 0.112
V 0.959 -0.728 4.465 1.121
H 6.241 -2.541 1.398 0.093
O 0.078 -3.444 -3.409 0.057
H 1.183 -3.066 -7.117 0.081
H 3.092 -2.326 -0.830 0.106
H -1.195 -2.714 -0.769 0.125
O -1.098 4.182 -3.571 0.085
C 0.309 4.125 1.544 -0.158
O -1.218 1.507 0.456 -0.311
H 6.044 -4.133 0.780 0.084
C -7.268 -0.522 -6.683 -0.026
H -7.411 -1.223 -7.508 0.085
C 2.618 -4.895 4.816 -0.015
C 5.165 -2.770 -0.556 -0.331
H 1.036 5.457 3.522 0.082
H 4.637 -3.351 1.463 0.073
C -0.011 -3.151 -4.814 -0.087
C 3.552 -5.363 8.096 -0.575
H 3.565 -5.130 4.332 0.091
O -0.437 6.090 -4.566 0.166
H 0.603 4.338 4.938 0.076
H -3.593 2.896 4.391 0.090
H -1.869 1.541 -3.249 0.086
O -1.018 -1.307 0.784 -0.125
C -0.551 3.204 -2.676 -0.315
H -1.491 4.485 5.205 0.076
H -7.455 -1.076 -5.762 0.097
H -2.989 5.314 4.640 0.084
C 4.010 -1.785 -0.598 -0.085
C 5.695 -1.251 -2.076 -0.549
H -6.608 1.422 -4.948 0.139
C 0.909 3.628 -2.588 -0.074
H -5.492 2.035 -6.157 0.136
H -0.135 -4.061 -5.404 0.141
F 0.840 -3.494 0.197 0.151
H 1.291 -1.448 -4.722 0.149
C 2.840 -4.279 6.179 -0.297
F -0.249 -3.785 2.056 0.163
H 0.103 3.351 0.797 0.079
C -2.015 4.914 4.349 -0.040
C 0.235 -1.599 1.325 -0.376
H 1.434 3.022 -3.334 0.135
O 0.349 -0.653 2.319 -0.243
H -2.972 5.378 1.888 0.119
H -1.112 3.461 -1.770 0.145
O 4.461 -0.899 -1.642 0.058
C 1.812 -2.417 -6.498 -0.005
O 2.489 -0.526 4.222 -0.258
H -0.946 5.290 0.249 0.103
O 0.913 4.950 -3.137 0.050
C -2.175 4.626 1.877 -0.137
O 6.267 -0.812 -3.011 0.183
H -2.706 -0.157 -1.047 0.065
H -5.638 0.434 -7.595 0.150
C -2.111 3.859 3.244 -0.494
C 1.704 -4.367 7.206 -0.116
H 3.172 -3.243 6.122 0.140
C -4.116 -0.391 -5.226 -0.563
N -1.029 2.911 3.120 -0.170
C 0.318 3.399 2.904 -0.476
H 1.120 1.577 2.006 0.061
H -0.859 -2.501 -5.030 0.131
C -0.845 5.138 1.324 -0.152
H 1.810 1.976 3.681 0.063
C 5.531 -3.169 0.865 -0.016
C -5.886 0.074 -6.594 -0.319
C -0.231 5.162 -3.859 -0.564
V -1.539 0.647 1.731 0.973
H 1.969 4.200 4.165 0.075
C -0.826 1.771 -3.041 -0.009
O -3.129 -0.884 -4.775 0.142
O 4.293 -5.830 8.892 0.173
H -3.636 2.349 2.709 0.049
H 1.010 -1.294 0.592 0.168
H 1.258 4.593 1.283 0.123
```

total energy	-5187.4196	a.u.
gap between HOMO and LUMO	0.1605	hartree
relative energy (zero: lowest compared OMol25 entry of this formula, charge and spin)	0.0	kJ/mol
LUMO level	-3.239	eV